Below is a molecular structure, C10H11NNiS in a non-equilibrium geometry, with properties calculated with ωB97M-V/def2-TZVPD.

Results
Orbital gap (alpha / beta): 6.13 / 7.80 eV
E_HOMO (alpha / beta): -0.2263 / -0.2976 hartree
Expectation value of S²: 2.01

```
! wB97M-V def2-TZVPD RIJCOSX def2/J DEFGRID3
* xyz 0 3
Ni 0.32 1.19 -0.63
C 0.00 3.06 -0.43
H 0.00 3.25 0.65
H 0.80 3.63 -0.92
H -0.98 3.34 -0.85
H -0.48 1.52 -2.08
H 0.31 1.46 -2.25
S -2.09 -1.08 2.08
C -2.78 0.50 2.13
C -2.09 1.40 1.30
C -0.99 0.80 0.66
C -0.85 -0.54 0.97
C 0.19 -1.30 0.34
C 0.48 -2.65 0.51
C 1.55 -3.18 -0.20
C 2.31 -2.38 -1.06
C 1.99 -1.03 -1.21
N 0.94 -0.54 -0.52
H -3.65 0.68 2.75
H -2.34 2.44 1.16
H -0.14 -3.23 1.18
H 1.80 -4.23 -0.08
H 3.15 -2.77 -1.62
H 2.53 -0.34 -1.86
*
```

---

Below is C10H11NO2 in the gas phase in a non-equilibrium geometry, with properties calculated with ωB97M-V/def2-TZVPD.

Results
Orbital gap: 8.73 eV
E_HOMO: -0.2941 hartree
SMILES string: COc1ccc2c(c1)CCC(=O)N2

```
! wB97M-V def2-TZVPD RIJCOSX def2/J DEFGRID3
* xyz 0 1
C 1.80 3.74 0.75
C 1.62 1.34 0.47
C 2.31 0.11 0.40
C 1.61 -1.04 0.04
C 0.22 -0.99 -0.14
C -1.92 -2.19 -0.56
C -2.63 -0.94 -0.11
C -1.91 0.31 -0.48
C -0.46 0.22 -0.12
C 0.26 1.40 0.20
H 1.07 3.91 1.60
H 2.66 4.45 0.89
H 1.28 3.95 -0.21
H 3.41 0.08 0.54
H 2.15 -1.98 -0.04
H -0.05 -2.95 -0.77
H -2.71 -1.04 1.01
H -3.63 -1.05 -0.50
H -2.38 1.25 -0.15
H -1.96 0.46 -1.55
H -0.27 2.34 0.25
N -0.54 -2.10 -0.58
O 2.35 2.44 0.81
O -2.49 -3.25 -0.78
*
```

---

Below is a molecular structure, C10H11NO3 in a non-equilibrium geometry, with properties calculated with ωB97M-V/def2-TZVPD.

Results
Orbital gap: 9.23 eV
E_HOMO: -0.3256 hartree

```
! wB97M-V def2-TZVPD RIJCOSX def2/J DEFGRID3
* xyz 0 1
C -3.21 0.80 1.11
C -3.50 -0.26 0.16
C -1.15 -0.25 -0.78
C -0.74 1.09 -0.93
C 0.51 1.57 -0.68
C 1.54 0.54 -0.52
C 3.82 0.33 0.51
C 2.52 -1.50 0.13
C 1.26 -0.76 -0.40
C -0.18 -1.26 -0.49
H -2.54 1.73 0.34
H -4.20 1.15 1.62
H -2.13 0.42 1.54
H -2.92 -1.21 -1.42
H -1.60 1.76 -1.10
H 0.72 2.61 -0.75
H 4.78 0.73 0.31
H 3.41 0.36 1.61
H 2.20 -1.74 1.23
H 2.67 -2.57 -0.41
H -0.55 -2.39 -0.33
N -2.50 -0.63 -0.72
O -4.69 -0.70 0.08
O 2.80 1.11 -0.09
O 3.68 -0.92 0.00
*
```

---

Below is a gas-phase ion, C10H11NO4 (charge -2) in a non-equilibrium geometry, with properties calculated with ωB97M-V/def2-TZVPD.

Results
Orbital gap: 7.06 eV
E_HOMO: -0.0509 hartree
SMILES string: O=C=C=C([O-])N[C@H](CCC(=O)[O-])C1CC1

```
! wB97M-V def2-TZVPD RIJCOSX def2/J DEFGRID3
* xyz -2 1
C 3.16 -0.90 0.42
C 4.22 -1.12 1.03
C 2.32 -0.95 -0.76
C -3.93 -1.53 0.14
C 1.31 2.10 0.36
C 0.50 2.15 -0.95
C 0.00 1.32 0.31
C 0.03 -0.23 0.20
C -2.51 -0.73 0.69
C -1.45 -0.66 -0.35
N 0.96 -0.64 -0.77
O 5.09 -1.14 1.88
O -4.29 -1.27 -1.00
O 2.77 -1.18 -1.93
O -4.48 -2.26 0.97
H 0.15 -0.57 1.26
H 2.40 1.90 0.51
H 1.05 2.97 1.06
H -0.03 3.10 -1.17
H 0.89 1.60 -1.77
H -0.79 1.56 0.94
H -2.41 -1.48 1.56
H -2.79 0.29 0.97
H -1.40 0.05 -1.18
H -1.30 -1.63 -0.76
H 0.54 -0.77 -1.66
*
```

---

Below is a molecular structure, C10H11NOS in a non-equilibrium geometry, with properties calculated with ωB97M-V/def2-TZVPD.

Results
Orbital gap: 9.25 eV
E_HOMO: -0.3199 hartree

```
! wB97M-V def2-TZVPD RIJCOSX def2/J DEFGRID3
* xyz 0 1
C -0.26 2.15 0.65
C -2.40 0.46 1.11
C -3.49 -0.33 1.18
C -1.95 -0.84 -0.74
C -1.51 0.16 0.06
C 0.71 0.71 -1.22
C 1.13 -0.05 0.94
C -0.21 0.93 -0.02
C 1.82 -0.11 -0.45
C 1.92 -1.57 -0.93
N -0.42 3.13 1.17
O 3.13 0.44 -0.50
S -3.51 -1.38 -0.26
H -2.10 1.25 1.81
H -4.00 -0.61 2.09
H -1.46 -1.36 -1.62
H 0.32 0.07 -1.98
H 1.06 1.72 -1.69
H 1.42 0.80 1.72
H 0.70 -0.94 1.32
H 2.41 -2.09 -0.11
H 2.47 -1.67 -1.82
H 0.91 -1.91 -0.97
H 3.32 1.04 0.25
*
```

---

Below is C10H11NS in the gas phase in a non-equilibrium geometry, with properties calculated with ωB97M-V/def2-TZVPD.

Results
Orbital gap: 8.66 eV
E_HOMO: -0.3003 hartree
SMILES string: C=CC(=S)N(C)c1ccccc1

```
! wB97M-V def2-TZVPD RIJCOSX def2/J DEFGRID3
* xyz 0 1
C -3.01 -0.12 -0.56
C -1.99 -0.72 -1.34
C -2.59 0.64 0.48
C -0.64 -0.58 -1.19
C -1.24 0.83 0.72
C -0.29 0.25 -0.15
C 1.47 -2.02 1.51
C 1.67 -1.62 0.28
C 2.14 -0.23 -0.01
C 1.34 2.00 -0.12
N 1.09 0.63 0.02
S 3.68 0.11 -0.27
H -4.06 -0.22 -0.76
H -2.37 -1.01 -2.30
H -3.19 0.99 1.24
H 0.15 -1.19 -1.83
H -0.80 1.39 1.52
H 1.10 -2.90 1.82
H 1.69 -1.29 2.27
H 1.50 -2.08 -0.72
H 0.63 2.41 -0.86
H 1.36 2.59 0.86
H 2.33 2.14 -0.63
*
```

---

Below is a molecular structure, C10H11NSSn in a non-equilibrium geometry, with properties calculated with ωB97M-V/def2-TZVPD.

Results
Orbital gap: 6.74 eV
E_HOMO: -0.2552 hartree

```
! wB97M-V def2-TZVPD RIJCOSX def2/J DEFGRID3
* xyz 0 1
Sn 1.82 -0.81 -0.51
C 1.61 -0.29 -2.61
H 0.55 -0.34 -2.93
H 2.00 0.72 -2.77
H 2.21 -1.01 -3.19
H 2.27 -1.23 2.23
H 2.70 -0.73 2.54
S -2.70 -1.38 -0.14
C -2.15 -2.91 -0.69
C -0.76 -2.99 -0.75
C -0.15 -1.77 -0.33
C -1.06 -0.81 0.04
C -0.72 0.52 0.49
C -1.60 1.41 1.14
C -1.12 2.62 1.61
C 0.22 2.97 1.37
C 1.04 2.08 0.68
N 0.59 0.88 0.28
H -2.86 -3.70 -0.94
H -0.20 -3.86 -1.08
H -2.63 1.09 1.27
H -1.78 3.29 2.16
H 0.62 3.92 1.69
H 2.09 2.32 0.46
*
```

---

Below is a molecular structure, C10H12BBr6F24O8P4Zr in a non-equilibrium geometry, with properties calculated with ωB97M-V/def2-TZVPD.

Results
Orbital gap: 6.05 eV
E_HOMO: -0.2833 hartree

```
! wB97M-V def2-TZVPD RIJCOSX def2/J DEFGRID3
* xyz -1 1
Zr -2.47 -0.47 1.13
P -3.66 -3.24 1.27
F -3.59 -4.20 0.00
F -3.88 -1.94 0.28
F -5.19 -3.43 1.50
F -3.52 -2.01 2.32
F -3.23 -4.22 2.43
F -2.08 -2.94 0.98
P 0.37 -2.41 3.36
F 1.79 -2.98 3.88
F -0.52 -3.30 4.37
F 0.47 -1.39 4.62
F -1.04 -1.61 2.83
F 1.11 -1.50 2.25
F 0.23 -3.59 2.25
P -0.40 -0.48 -1.22
F -0.54 -1.25 0.24
F 0.51 -1.65 -1.75
F -1.93 -1.15 -1.48
F -0.53 0.33 -2.58
F -1.55 0.52 -0.47
F 0.73 0.44 -0.60
P -4.57 1.48 0.45
F -5.97 1.06 -0.20
F -3.78 0.30 -0.36
F -4.15 2.43 -0.74
F -3.10 1.65 1.12
F -5.15 2.54 1.46
F -4.62 0.24 1.56
O 4.71 2.85 4.56
C 3.51 2.93 4.42
O 2.81 2.68 3.35
B 1.40 2.99 3.55
O 1.34 3.39 4.97
C 2.51 3.32 5.58
O 2.74 3.51 6.73
O 0.77 3.88 2.56
C -0.12 3.21 1.89
O -0.82 3.56 0.98
C -0.08 1.77 2.37
O 0.72 1.65 3.36
O -0.71 0.84 1.87
Br 3.70 -3.04 -2.22
C 3.85 -1.73 -0.78
C 4.59 -2.39 0.40
Br 4.91 -1.00 1.75
H 2.86 -1.40 -0.51
H 4.41 -0.88 -1.16
H 5.55 -2.78 0.09
H 4.00 -3.19 0.84
Br -1.08 0.45 -7.45
C -1.56 0.34 -5.55
C -3.00 0.86 -5.40
Br -3.79 0.70 -3.62
H -0.94 1.07 -5.03
H -1.29 -0.63 -5.15
H -3.66 0.32 -6.08
H -2.99 1.89 -5.75
Br 5.13 2.09 -4.22
C 3.97 0.73 -3.46
C 2.51 1.08 -3.65
Br 1.89 0.48 -5.42
H 4.11 0.83 -2.39
H 4.23 -0.28 -3.78
H 2.20 2.12 -3.64
H 1.92 0.59 -2.88
*
```

---

Below is a molecular structure, C10H12BaN2O5S in a non-equilibrium geometry, with properties calculated with ωB97M-V/def2-TZVPD.

Results
Orbital gap: 4.82 eV
E_HOMO: -0.5454 hartree

```
! wB97M-V def2-TZVPD RIJCOSX def2/J DEFGRID3
* xyz 2 1
O -0.58 0.07 -5.97
C -0.58 0.07 -4.91
Ba -0.58 0.07 -2.76
O 1.32 -2.36 -2.89
C 0.66 -1.52 -2.90
C -1.83 1.66 -2.90
O -2.48 2.49 -2.89
C -2.17 -1.18 -2.90
O -3.01 -1.83 -2.89
C 1.01 1.31 -2.90
O 1.85 1.97 -2.89
C 0.03 2.53 1.04
N 0.39 1.26 1.70
C 1.44 1.33 2.71
C -0.25 0.04 1.29
S -1.50 0.16 0.18
N 0.04 -1.28 1.78
C 0.60 -1.61 3.08
C -0.31 -2.45 0.96
H 0.60 3.40 1.43
H -1.04 2.74 1.20
H 0.23 2.46 -0.05
H 1.01 1.22 3.72
H 2.24 0.60 2.49
H 1.92 2.33 2.74
H -0.08 -2.32 3.61
H 1.59 -2.09 2.97
H 0.66 -0.77 3.77
H -1.40 -2.49 0.77
H 0.23 -2.40 -0.01
H -0.02 -3.41 1.45
*
```

---

Copy entry 7 word for word.
Below is a molecular structure, C10H11NSSn in a non-equilibrium geometry, with properties calculated with ωB97M-V/def2-TZVPD.

Results
Orbital gap: 6.74 eV
E_HOMO: -0.2552 hartree

```
! wB97M-V def2-TZVPD RIJCOSX def2/J DEFGRID3
* xyz 0 1
Sn 1.82 -0.81 -0.51
C 1.61 -0.29 -2.61
H 0.55 -0.34 -2.93
H 2.00 0.72 -2.77
H 2.21 -1.01 -3.19
H 2.27 -1.23 2.23
H 2.70 -0.73 2.54
S -2.70 -1.38 -0.14
C -2.15 -2.91 -0.69
C -0.76 -2.99 -0.75
C -0.15 -1.77 -0.33
C -1.06 -0.81 0.04
C -0.72 0.52 0.49
C -1.60 1.41 1.14
C -1.12 2.62 1.61
C 0.22 2.97 1.37
C 1.04 2.08 0.68
N 0.59 0.88 0.28
H -2.86 -3.70 -0.94
H -0.20 -3.86 -1.08
H -2.63 1.09 1.27
H -1.78 3.29 2.16
H 0.62 3.92 1.69
H 2.09 2.32 0.46
*
```